# C2H10O3

A 4-piece molecular cluster, C2H10O3 overall (wB97M-V/def2-TZVPD, the Open Molecules 2025 dataset).

Geometry as XYZ:
```
15
C2H10O3 wB97M-V/def2-TZVPD
C -2.3471 0.1866 -1.3249
C -1.0870 0.5702 -1.2432
H -2.7914 -0.5573 -0.6537
H -3.1220 0.6705 -1.9015
H -0.3063 0.1657 -0.6198
H -0.7189 1.2650 -1.9900
H 1.4579 2.6524 1.0907
H 0.2910 1.9040 1.8825
O 0.9684 1.8198 1.1837
H 2.7681 0.5721 -0.7462
H 1.6434 0.2171 0.2937
O 2.1193 -0.1025 -0.4834
H -1.2002 -2.3299 1.4093
H 0.1548 -2.1745 0.6113
O -0.2950 -2.6251 1.3204
```

Properties
Kohn-Sham gap ... 10.45 eV
2S+1 ... 1
Largest force on an atom ... 1.61 eV Å⁻¹
SMILES ... C=C.O.O.O
Highest occupied orbital energy ... -0.372 Eh
Energy above the lowest of the compared OMol25 structures with the same formula, charge and spin ... 23.7 kcal per mole